(1)
Computed, not measured: a single C6H8N2O molecule in a non-equilibrium geometry, with the ωB97M-V functional and the def2-TZVPD basis.

Structure (XYZ):
```
17
Properties=species:S:1:pos:R:3:mulliken_charge:R:1
C 1.00 1.84 -1.52 -0.57
C 0.36 1.04 -0.60 0.77
C 1.06 -0.11 -0.64 -0.24
C -0.84 0.93 0.32 -0.62
C -0.67 -0.43 1.02 -0.68
C 0.40 -1.30 0.31 0.05
N 2.04 1.17 -2.08 -0.83
N 2.10 0.00 -1.46 0.32
O -0.04 -2.43 -0.35 -0.54
H 1.13 2.92 -1.94 0.34
H -0.86 1.78 1.06 0.25
H -1.60 1.19 -0.38 0.29
H -0.64 -0.29 2.17 0.33
H -1.56 -1.13 1.17 0.31
H 0.95 -1.71 1.15 0.29
H 2.73 -0.73 -1.64 0.19
H -0.70 -2.28 -1.04 0.35
```

Output
SMILES	O[C@@H]1CCc2cn[nH]c21
spin multiplicity	1
strongest force on any atom	0.096	hartree/bohr
HOMO energy	-9.07	eV
gap between HOMO and LUMO	9.9	eV
net charge	0

---

(2)
Computed, not measured: 2 unconnected molecules or ions with the total composition C6H8N2O2 in a non-equilibrium geometry, with the ωB97M-V functional and the def2-TZVPD basis.

Structure (XYZ):
```
18
Properties=species:S:1:pos:R:3:mulliken_charge:R:1
O -0.37 -1.82 1.27 -0.71
C 0.16 -1.00 0.52 0.22
N 1.26 -1.26 -0.22 -0.20
C 2.11 -0.09 -0.39 -0.66
C 1.15 1.08 -0.16 -0.32
C -0.05 1.07 -1.03 -0.80
C -0.14 0.48 0.37 1.48
C -1.19 0.99 1.23 -0.11
N -2.21 1.53 1.51 -0.66
H 1.22 -2.05 -0.84 0.28
H 2.94 -0.08 0.33 0.28
H 2.54 -0.07 -1.41 0.37
H 1.51 2.01 0.26 0.36
H -0.55 2.02 -1.20 0.32
H -0.14 0.36 -1.86 0.22
O -2.83 -1.19 0.28 -0.74
H -2.12 -1.74 0.67 0.36
H -3.30 -0.23 0.64 0.35
```

Output
SMILES	N#C[C@@]12C[C@@H]1CNC2=O.O
spin multiplicity	1
strongest force on any atom	0.111	hartree/bohr
HOMO energy	-10.06	eV
gap between HOMO and LUMO	10.6	eV
net charge	0

---

(3)
Computed, not measured: a molecular structure, C6H8N2O2 in a non-equilibrium geometry, with the ωB97M-V functional and the def2-TZVPD basis.

Structure (XYZ):
```
18
Properties=species:S:1:pos:R:3:mulliken_charge:R:1
N -1.29 -1.14 1.00 -0.56
C -0.57 -0.32 0.05 1.47
C -1.32 0.05 -1.16 -1.39
C -2.01 0.30 -2.12 -0.03
C 0.08 0.91 0.71 -0.38
C 0.88 0.68 1.91 -0.53
N 1.52 0.53 0.59 -0.66
C 0.80 -0.95 -0.37 0.46
O 1.07 -2.12 -0.25 -0.54
H -2.16 -0.70 1.26 0.28
H -1.47 -2.06 0.59 0.28
H -2.66 0.39 -2.98 0.49
H -0.23 1.90 0.38 0.44
H 1.20 1.55 2.48 0.32
H 0.76 -0.24 2.49 0.23
H 2.20 0.81 -0.68 0.56
O 1.89 -0.14 -1.75 -0.79
H 1.29 0.55 -2.14 0.34
```

Output
spin multiplicity	1
strongest force on any atom	0.069	hartree/bohr
HOMO energy	-9.06	eV
gap between HOMO and LUMO	9.7	eV
net charge	0

---

(4)
Computed, not measured: a single C6H8N2OS molecule in a non-equilibrium geometry, with the ωB97M-V functional and the def2-TZVPD basis.

Structure (XYZ):
```
18
Properties=species:S:1:pos:R:3:mulliken_charge:R:1
C -0.02 0.42 0.13 0.42
C 0.27 1.93 -0.15 0.14
C -0.77 1.57 1.90 0.23
C 1.36 -1.69 0.03 -1.22
C -0.83 -1.50 -1.16 -1.40
C 0.32 -0.71 -0.70 0.54
N -0.64 0.32 1.27 -0.56
N -0.33 2.52 0.92 0.02
O -1.22 1.73 3.01 -0.51
S 0.72 2.52 -1.60 -0.29
H 0.93 -1.66 1.08 0.34
H 2.26 -1.14 -0.13 0.35
H 1.31 -2.67 -0.42 0.36
H -1.81 -0.82 -1.33 0.32
H -1.22 -2.11 -0.26 0.32
H -0.69 -1.96 -2.15 0.37
H 0.78 -0.24 -1.52 0.40
H -0.43 3.49 1.10 0.17
```

Output
SMILES	CC(C)C1=NC(=O)NC1=S
spin multiplicity	1
strongest force on any atom	0.098	hartree/bohr
HOMO energy	-9.39	eV
gap between HOMO and LUMO	7.8	eV
net charge	0

---

(5)
Computed, not measured: a molecular structure, C6H8N2OS in a non-equilibrium geometry, with the ωB97M-V functional and the def2-TZVPD basis.

Structure (XYZ):
```
18
Properties=species:S:1:pos:R:3:mulliken_charge:R:1
C 0.97 0.31 -2.88 -0.15
C 0.82 1.63 -2.83 -0.24
C 0.38 0.29 -0.80 0.19
C 0.32 -1.52 0.85 -1.14
C -0.10 0.79 1.65 -1.49
C 0.20 -0.10 0.54 0.86
N 0.78 -0.50 -1.82 -0.41
N 0.85 -2.41 -2.83 0.25
O 0.67 -2.32 -3.96 -0.33
S 0.13 1.99 -1.35 -0.21
H 1.35 -0.07 -3.91 0.27
H 0.96 2.15 -3.80 0.37
H 0.97 -1.76 1.68 0.34
H 0.56 -2.09 -0.04 0.28
H -0.71 -1.90 1.22 0.25
H 0.47 1.63 1.48 0.51
H -1.22 1.09 1.63 0.26
H 0.16 0.33 2.58 0.39
```

Output
spin multiplicity	3
strongest force on any atom	0.089	hartree/bohr
HOMO energy (alpha / beta)	-7.21 / -9.51	eV
gap between HOMO and LUMO (alpha / beta)	7.9 / 8.5	eV
net charge	0

---

(6)
Computed, not measured: a single C6H8N2S2 molecule in a non-equilibrium geometry, with the ωB97M-V functional and the def2-TZVPD basis.

Structure (XYZ):
```
18
Properties=species:S:1:pos:R:3:mulliken_charge:R:1
C 2.57 2.83 -0.12 -0.96
C 0.64 0.92 0.05 0.47
C -0.50 0.19 0.57 -0.56
C -0.96 -0.87 -0.18 0.25
C -1.36 -3.11 1.14 -0.79
C 0.72 -0.45 -1.78 -0.03
H 2.95 3.47 0.46 0.50
H 2.07 3.13 -1.19 0.24
H 3.42 2.13 -0.26 0.31
H -0.96 0.48 1.45 0.50
H -0.53 -3.60 0.57 0.28
H -2.07 -3.84 1.25 0.35
H -0.94 -2.50 2.09 0.23
H 1.07 -0.75 -2.89 0.29
N -0.33 -1.21 -1.40 -0.54
N 1.16 0.61 -1.19 -0.36
S 1.23 2.33 0.94 -0.05
S -2.32 -1.79 0.22 -0.13
```

Output
SMILES	CSc1cc(SC)ncn1
spin multiplicity	1
strongest force on any atom	0.175	hartree/bohr
HOMO energy	-8.89	eV
gap between HOMO and LUMO	9.1	eV
net charge	0

---

(7)
Computed, not measured: 2 unconnected molecules or ions with the total composition C6H8N3O in a non-equilibrium geometry, with the ωB97M-V functional and the def2-TZVPD basis.

Structure (XYZ):
```
18
Properties=species:S:1:pos:R:3:mulliken_charge:R:1
C 3.59 -0.33 0.02 0.87
C 0.91 1.43 0.26 -0.39
C 1.02 0.13 0.15 0.01
C -1.12 0.50 0.12 0.47
C -2.52 0.46 0.00 -1.16
C -0.17 -1.93 -0.29 -0.80
N 3.19 -1.44 0.29 -0.43
N -0.17 -0.47 0.08 0.17
N -0.42 1.67 0.23 -0.05
O 4.08 0.72 -0.13 -0.36
H 1.75 2.06 0.46 0.45
H -2.94 -0.07 -0.92 0.34
H -2.99 -0.07 0.90 0.29
H -2.89 1.44 -0.37 0.35
H 0.85 -2.16 -0.39 0.34
H -0.66 -2.50 0.43 0.33
H -0.75 -2.03 -1.23 0.34
H -0.74 2.60 0.39 0.22
```

Output
spin multiplicity	1
strongest force on any atom	0.081	hartree/bohr
HOMO energy (alpha / beta)	-14.47 / -14.47	eV
gap between HOMO and LUMO (alpha / beta)	7.0 / 7.0	eV
net charge	+1

---

(8)
Computed, not measured: a gas-phase ion, C6H8N3OS (charge +1) in a non-equilibrium geometry, with the ωB97M-V functional and the def2-TZVPD basis.

Structure (XYZ):
```
19
Properties=species:S:1:pos:R:3:mulliken_charge:R:1
C 0.39 3.30 2.35 -0.21
C -0.87 3.19 2.91 -0.18
C -0.29 1.57 1.18 -0.16
C -0.21 -1.84 -1.53 0.72
C 0.91 0.09 -0.47 -0.42
C -0.29 0.50 0.37 0.36
N 0.71 2.40 1.51 -0.34
N -0.35 -2.37 -0.36 -0.75
N -0.75 -2.32 -2.69 -0.40
O 0.47 -0.60 -1.69 -0.40
S -1.76 1.99 2.16 0.05
H 1.08 3.96 2.75 0.47
H -1.41 3.97 3.39 0.45
H 1.42 0.87 -0.90 0.48
H 1.69 -0.43 0.18 0.29
H -1.08 -0.27 0.50 0.38
H -1.14 -2.99 -0.26 0.21
H -1.25 -3.18 -2.64 0.21
H -0.54 -1.72 -3.52 0.24
```

Output
spin multiplicity	1
strongest force on any atom	0.068	hartree/bohr
HOMO energy (alpha / beta)	-12.56 / -12.56	eV
gap between HOMO and LUMO (alpha / beta)	5.7 / 5.7	eV
net charge	+1

---

(9)
Computed, not measured: a single C6H8N4 molecule in a non-equilibrium geometry, with the ωB97M-V functional and the def2-TZVPD basis.

Structure (XYZ):
```
18
Properties=species:S:1:pos:R:3:mulliken_charge:R:1
C -0.93 2.21 0.37 -0.48
C 0.11 1.34 0.67 -0.42
C -1.91 1.79 -0.53 -0.25
C 0.19 0.06 0.12 1.10
C -0.97 -0.26 -0.78 -0.02
C 2.31 -0.89 0.99 -0.94
N -1.95 0.63 -0.98 -0.54
N -1.20 -1.51 -1.25 0.40
N -0.46 -2.59 -1.18 -1.10
N 1.10 -0.84 0.19 -0.63
H -0.72 3.27 0.63 0.32
H 0.82 1.65 1.41 0.42
H -2.74 2.44 -0.86 0.36
H 2.79 -1.59 0.32 0.35
H 3.03 -0.10 1.18 0.34
H 2.15 -1.41 1.94 0.30
H -2.11 -1.77 -1.60 0.34
H 0.50 -2.41 -0.64 0.45
```

Output
spin multiplicity	1
strongest force on any atom	0.081	hartree/bohr
HOMO energy (alpha / beta)	-7.72 / -7.78	eV
gap between HOMO and LUMO (alpha / beta)	7.5 / 6.8	eV
net charge	0

---

(10)
Computed, not measured: a gas-phase ion, C6H8N4 (charge +2) in a non-equilibrium geometry, with the ωB97M-V functional and the def2-TZVPD basis.

Structure (XYZ):
```
18
Properties=species:S:1:pos:R:3:mulliken_charge:R:1
C -0.57 1.06 2.64 -0.26
C 1.60 -0.41 -0.88 -0.30
C -1.69 0.66 2.20 0.13
C 1.18 0.06 1.46 -0.42
C 1.32 -0.89 -3.28 0.09
C 0.62 -0.15 0.12 0.86
N 0.72 0.50 2.48 -0.28
N 1.39 -0.62 -2.15 -0.16
N -0.70 -0.19 0.15 -0.55
N -1.50 -0.29 -0.98 -0.14
H -0.45 1.89 3.35 0.39
H 2.70 -0.17 -0.87 0.32
H -2.74 0.51 2.21 0.45
H 2.26 -0.12 1.41 0.40
H 1.03 -0.90 -4.26 0.46
H -1.71 0.62 -1.34 0.34
H -2.43 -0.64 -0.63 0.37
H -1.03 -0.92 -1.62 0.30
```

Output
spin multiplicity	1
strongest force on any atom	0.097	hartree/bohr
HOMO energy	-16.79	eV
gap between HOMO and LUMO	7.0	eV
net charge	+2

---

(11)
Computed, not measured: 3 unconnected molecules or ions with the total composition C6H8N4O2 in a non-equilibrium geometry, with the ωB97M-V functional and the def2-TZVPD basis.

Structure (XYZ):
```
20
Properties=species:S:1:pos:R:3:mulliken_charge:R:1
C -2.25 1.23 0.51 0.04
C -1.72 2.51 -0.08 0.14
C 4.20 0.82 0.70 0.67
C -0.11 -0.07 0.77 0.93
C 0.71 1.07 0.36 -0.28
C 0.29 -1.03 1.90 -1.29
N -1.46 3.58 -0.48 -0.35
N 1.49 1.87 0.15 -0.43
N -1.55 0.23 0.90 -0.38
N -0.36 0.22 -2.16 -0.64
O 4.56 1.86 0.40 -0.35
O 3.78 -0.16 1.05 -0.34
H -3.35 1.27 0.62 0.36
H -0.19 -0.71 -0.09 0.26
H -0.35 -1.88 1.77 0.37
H 0.40 -0.45 2.85 0.33
H 1.25 -1.47 1.74 0.37
H -0.44 -0.38 -2.97 0.19
H 0.56 0.64 -2.06 0.22
H -0.99 1.08 -2.01 0.20
```

Output
SMILES	C[C@H](C#N)/N=C\C#N.O=C=O.N
spin multiplicity	1
strongest force on any atom	0.096	hartree/bohr
HOMO energy	-10.26	eV
gap between HOMO and LUMO	10.1	eV
net charge	0

---

(12)
Computed, not measured: a gas-phase ion, C6H8NO (charge +1) in a non-equilibrium geometry, with the ωB97M-V functional and the def2-TZVPD basis.

Structure (XYZ):
```
16
Properties=species:S:1:pos:R:3:mulliken_charge:R:1
C -1.74 -0.68 -0.28 -0.61
C -1.32 0.08 0.90 -0.05
C -0.79 0.57 -0.38 -0.39
C -0.13 -0.50 1.60 -0.38
C 0.63 0.26 -0.35 0.63
C 1.70 0.52 -1.32 -1.24
N 1.03 -0.32 0.83 0.66
O 2.17 -0.62 1.18 -0.66
H -1.50 -1.69 -0.26 0.28
H -2.73 -0.68 -0.50 0.34
H -2.12 0.65 1.43 0.42
H -1.16 1.45 -0.94 0.43
H -0.14 -0.84 2.69 0.43
H 2.54 0.02 -0.81 0.42
H 2.21 1.47 -1.46 0.37
H 1.34 0.33 -2.33 0.34
```

Output
spin multiplicity	1
strongest force on any atom	0.079	hartree/bohr
HOMO energy (alpha / beta)	-13.95 / -14.07	eV
gap between HOMO and LUMO (alpha / beta)	6.9 / 7.2	eV
net charge	+1

---

(13)
Computed, not measured: a gas-phase ion, C6H8NO (charge +1) in a non-equilibrium geometry, with the ωB97M-V functional and the def2-TZVPD basis.

Structure (XYZ):
```
16
Properties=species:S:1:pos:R:3:mulliken_charge:R:1
C 1.82 0.14 0.71 -0.57
C 1.42 1.07 -0.25 -0.36
C 1.19 -1.15 0.45 0.09
C 0.47 0.28 -1.08 0.09
C -1.06 0.03 1.02 -0.64
C -0.94 0.59 -0.35 -0.04
N -1.78 -0.58 -0.07 -0.18
O 0.72 -1.16 -0.79 -0.43
H 2.15 0.23 1.69 0.45
H 1.73 2.16 -0.39 0.39
H 1.32 -2.17 0.85 0.38
H 0.35 0.57 -2.14 0.48
H -1.74 0.35 1.78 0.31
H -1.42 1.45 -0.87 0.38
H -1.41 -1.49 -0.43 0.30
H -2.81 -0.33 -0.15 0.34
```

Output
spin multiplicity	1
strongest force on any atom	0.050	hartree/bohr
HOMO energy (alpha / beta)	-12.97 / -12.97	eV
gap between HOMO and LUMO (alpha / beta)	8.1 / 8.1	eV
net charge	+1

---

(14)
Computed, not measured: a gas-phase ion, C6H8NS2 (charge +1) in a non-equilibrium geometry, with the ωB97M-V functional and the def2-TZVPD basis.

Structure (XYZ):
```
17
Properties=species:S:1:pos:R:3:mulliken_charge:R:1
C 0.98 -1.62 0.45 -0.41
C 2.28 -1.49 0.06 -0.23
C 1.04 0.57 -0.14 0.26
C 0.20 1.74 -0.59 -0.30
C -1.16 1.41 -0.05 -0.52
C -1.09 -0.17 0.40 -0.48
N 0.30 -0.46 0.28 0.20
S 2.63 0.15 -0.35 -0.05
S -2.00 -1.45 -0.63 -0.15
H 0.52 -2.59 0.49 0.39
H 3.06 -2.26 0.15 0.41
H 0.67 2.74 -0.21 0.32
H 0.39 1.78 -1.79 0.31
H -1.53 1.81 0.86 0.32
H -1.92 1.62 -0.84 0.30
H -1.46 -0.47 1.59 0.44
H -2.91 -1.33 0.31 0.20
```

Output
spin multiplicity	1
strongest force on any atom	0.077	hartree/bohr
HOMO energy	-13.32	eV
gap between HOMO and LUMO	9.2	eV
net charge	+1